The following is a quantum chemistry calculation of a gas-phase ion, C5H15N2 (charge +1) at a distorted geometry, from OMol25.

Results
Charge = +1
Frontier orbital gap = 8.6 eV

Geometry (Å):
1 C -2.7730 -0.4180 0.1844
2 N -1.4392 -1.1690 0.2593
3 C -0.6250 -0.4810 1.2129
4 C 0.8716 -0.6921 0.8930
5 C 1.0849 -0.4234 -0.6244
6 C 0.8040 0.9421 -1.0545
7 N 1.9834 1.8023 -0.8583
8 H -3.4006 -0.6631 -0.6670
9 H -2.5684 0.6142 -0.0667
10 H -3.4531 -0.4637 1.1404
11 H -1.6034 -2.0844 0.6908
12 H -0.9654 0.5697 1.2745
13 H -0.7302 -0.7975 2.2373
14 H 1.4661 0.0028 1.4446
15 H 1.2332 -1.8039 1.1209
16 H 0.4830 -1.1832 -1.0937
17 H 2.0245 -0.9535 -0.9148
18 H 0.1742 1.5897 -0.4451
19 H 0.3288 0.9142 -1.9822
20 H 2.7536 1.8573 -1.5733
21 H 2.4902 1.6090 -0.0323
22 H 1.7832 2.7932 -0.6085

Force components x, y, z for each atom (eV/Å):
C -0.5 -0.7 1.0
N -2.7 0.3 0.4
C 1.3 0.6 0.8
C -0.1 -1.5 -1.1
C 0.9 -3.5 1.8
C -0.3 0.9 1.5
N 2.6 2.9 -1.8
H 0.1 -1.0 0.0
H 0.4 0.4 0.5
H 1.5 0.1 -1.6
H -0.3 0.2 -0.7
H 0.7 -0.2 -0.3
H -0.4 -0.4 0.6
H 0.6 0.3 0.9
H -0.9 2.5 -0.3
H -1.1 0.5 -0.5
H 0.3 1.6 0.0
H -1.2 -1.3 0.5
H 0.1 0.8 -2.1
H -1.1 -0.4 0.3
H 0.6 -1.5 1.5
H -0.5 -0.4 -1.0